A molecular structure, C6H32NO11 at a distorted geometry, computed with ωB97M-V/def2-TZVPD.

Cartesian coordinates (Å):
C1 0.702 0.411 1.088
O1 1.616 -0.296 0.252
C2 -0.722 0.310 0.618
C3 -1.646 0.163 1.801
C4 -2.932 -0.506 1.502
C5 -3.951 0.192 0.985
C6 -3.053 -1.880 2.010
N1 -1.129 1.565 -0.196
H1 1.099 1.539 1.040
H2 0.893 -0.027 2.121
H3 -0.899 -0.638 0.057
H4 -1.837 1.289 2.112
H5 -1.167 -0.471 2.559
H6 -4.851 -0.343 0.863
H7 -3.898 1.224 0.626
H8 -3.257 -1.905 3.130
H9 -2.197 -2.434 1.799
H10 -3.980 -2.349 1.443
H11 -0.461 1.871 -0.963
H12 -2.037 1.465 -0.545
H13 -0.035 -2.338 -1.646
H14 -1.423 -2.112 -1.403
O2 -0.799 -2.771 -1.286
H15 3.463 1.913 0.517
H16 3.255 3.223 1.368
O3 3.625 2.879 0.606
H17 1.141 -3.103 4.170
H18 1.344 -2.101 3.049
O4 1.159 -2.206 4.094
H19 0.586 -2.966 1.084
H20 1.503 -1.734 0.871
O5 1.191 -2.521 1.532
H21 3.111 -0.379 0.635
H22 4.234 0.506 1.087
O6 4.091 -0.401 0.922
H23 2.087 4.583 -1.323
H24 1.309 3.842 -2.476
O7 1.484 4.643 -2.022
H25 2.054 -0.813 -2.546
H26 1.377 -0.493 -1.025
O8 1.132 -0.673 -2.226
H27 1.787 2.267 -1.535
H28 1.341 0.991 -2.428
O9 1.441 1.982 -2.470
H29 -0.190 1.173 -3.955
H30 0.282 -0.060 -3.407
O10 -0.393 0.314 -4.019
H31 -1.752 -0.313 -2.837
H32 -2.236 -1.681 -3.024
O11 -2.460 -0.830 -2.611

Calculated values
- multiplicity = 2
- energy relative to the best compared isomer or geometry (same formula, charge and spin) (kJ/mol) = 183.20
- E_tot (eV) = -30747.821
- LUMO level (spin up / spin down) (Eh) = -0.0024 / -0.2151